C65H60F5N7 | ωB97M-V with the def2-TZVPD basis set

Atoms and positions in Å:
N -1.96933 2.56896 -2.75939
C -1.25915 3.36531 -1.89815
C -1.08979 4.73165 -2.07040
C -1.70639 5.41421 -3.12664
C -2.40652 4.59795 -4.04056
C -2.48521 3.19640 -3.81567
H -0.85853 2.83119 -1.04926
H -0.58755 5.27135 -1.28118
H -1.58838 6.47699 -3.27818
H -2.88100 5.16703 -4.82633
H -3.00958 2.56929 -4.52147
N -4.66452 -0.43813 4.48474
C -5.18405 -0.86346 5.68833
C -4.57417 -0.61472 6.90559
C -3.31984 0.00822 6.91801
C -2.75358 0.40439 5.73305
C -3.37703 0.10198 4.53193
H -6.15277 -1.33960 5.65276
H -5.03904 -0.96246 7.81629
H -2.75279 0.12582 7.82962
H -1.80797 0.90958 5.86352
H -2.94369 0.46565 3.61195
N -6.37935 -3.86883 0.34556
C -5.75476 -4.08905 -0.81980
C -4.65702 -3.34543 -1.26227
C -4.24803 -2.27649 -0.51316
C -4.84012 -1.99409 0.71743
C -5.94606 -2.78244 1.08806
H -6.20393 -4.89518 -1.38087
H -4.31489 -3.48035 -2.27772
H -3.42380 -1.68224 -0.87910
H -4.54816 -1.10782 1.26119
H -6.37013 -2.71296 2.07889
N 5.09777 -4.28470 -2.44516
C 3.89840 -3.73790 -2.38729
C 3.50933 -3.01388 -1.27749
C 4.35823 -2.86844 -0.18460
C 5.58100 -3.40077 -0.22640
C 5.92949 -4.13088 -1.35462
H 3.29620 -3.77253 -3.28315
H 2.48564 -2.67000 -1.29116
H 3.88311 -2.37266 0.64898
H 6.21483 -3.34611 0.64634
H 6.86083 -4.66790 -1.45768
N -4.10002 2.03065 0.71756
C -4.75768 2.29037 1.86432
C -6.13874 1.93682 2.00641
C -6.80799 1.28925 0.97959
C -6.05412 0.97395 -0.12712
C -4.70675 1.34374 -0.25312
H -4.28669 2.80959 2.68589
H -6.73944 2.29519 2.82929
H -7.83427 0.95509 1.01789
H -6.49831 0.46788 -0.97150
H -4.18373 1.06235 -1.15516
N 5.22923 1.37300 0.47025
C 5.14126 2.67997 0.73444
C 5.73941 3.31986 1.81830
C 6.46914 2.55655 2.75254
C 6.66931 1.19263 2.47844
C 6.06810 0.67920 1.30146
H 4.64732 3.27880 -0.01644
H 5.59668 4.38247 1.94820
H 6.66791 2.93575 3.74406
H 7.15929 0.55496 3.19934
H 6.05729 -0.38769 1.13402
N 1.25216 -1.10142 -4.96675
C 0.68363 0.10187 -4.86809
C -0.52279 0.46906 -5.49284
C -1.09073 -0.47181 -6.32461
C -0.51916 -1.71129 -6.45732
C 0.60730 -2.06853 -5.70661
H 1.09002 0.75766 -4.11232
H -1.02521 1.38809 -5.22947
H -2.01729 -0.29249 -6.84972
H -1.07584 -2.40285 -7.07234
H 1.08558 -3.03354 -5.78667
F 2.21535 1.23190 8.15577
C 2.36320 1.44050 6.84718
C 1.51707 2.34504 6.28045
C 1.43473 2.34877 4.87005
C 2.30125 1.58125 4.08670
C 3.13669 0.64864 4.66917
C 3.22428 0.57289 6.09286
H 0.84072 2.87427 6.93533
H 0.73554 3.01546 4.38729
H 2.25775 1.70268 3.01443
H 3.70190 -0.00543 4.02177
H 3.82420 -0.19242 6.56275
F -0.81586 -0.65515 2.68787
C -0.28084 -0.37412 1.41609
C -1.08532 -0.00299 0.30647
C -0.45914 0.25836 -0.88091
C 0.90182 0.27758 -1.00521
C 1.72577 -0.13660 0.07127
C 1.11284 -0.52027 1.28103
H -2.14041 0.07382 0.52393
H -1.02815 0.45440 -1.77768
H 1.43331 0.54588 -1.90628
H 2.79933 -0.18471 -0.03623
H 1.69210 -0.91009 2.10498
F -5.14277 -3.36844 -6.01597
C -4.58268 -2.42172 -5.19770
C -5.16015 -1.18422 -5.04645
C -4.59579 -0.30624 -4.17477
C -3.37454 -0.59032 -3.56937
C -2.72320 -1.81861 -3.73569
C -3.34600 -2.73189 -4.61000
H -6.00313 -0.81630 -5.61251
H -4.99150 0.69444 -4.08284
H -2.98173 0.18704 -2.93076
H -1.79132 -2.08758 -3.26067
H -2.84044 -3.68036 -4.71591
F 4.42995 -3.27108 3.95314
C 3.18164 -3.53773 3.55641
C 2.12909 -2.82424 4.08540
C 0.78065 -3.23217 3.97972
C 0.49345 -4.29460 3.17726
C 1.50657 -5.11697 2.68494
C 2.86977 -4.72542 2.85072
H 2.44844 -2.06884 4.78810
H 0.00804 -2.64966 4.45947
H -0.56809 -4.45569 3.06072
H 1.32008 -6.00224 2.09508
H 3.64386 -5.34942 2.42907
F 2.51179 2.57013 -3.47349
C 3.76843 3.08670 -3.56172
C 4.10323 4.09520 -4.46513
C 5.37092 4.71365 -4.33833
C 6.30817 4.27278 -3.33756
C 5.98401 3.19355 -2.47616
C 4.72084 2.64862 -2.60712
H 3.32132 4.44344 -5.12372
H 5.62795 5.50965 -5.02151
H 7.26537 4.76681 -3.25947
H 6.70779 2.89341 -1.73288
H 4.36874 1.92621 -1.88562

Forces on atoms 1 to 3 (eV/Å):
0.841 1.477 0.312
-0.949 -0.708 -1.050
-0.419 0.265 0.413

Results
SMILES string: Fc1ccccc1.Fc1ccccc1.Fc1ccccc1.Fc1ccccc1.Fc1ccccc1.c1ccncc1.c1ccncc1.c1ccncc1.c1ccncc1.c1ccncc1.c1ccncc1.c1ccncc1

These are the Löwdin partial charges, in e, on atoms 1 to 99:
1. N 0.06
2. C -0.11
3. C -0.07
4. C -0.06
5. C -0.05
6. C -0.16
7. H 0.09
8. H 0.10
9. H 0.10
10. H 0.09
11. H 0.09
12. N 0.06
13. C -0.14
14. C -0.08
15. C -0.09
16. C -0.09
17. C -0.12
18. H 0.10
19. H 0.10
20. H 0.10
21. H 0.10
22. H 0.08
23. N 0.05
24. C -0.15
25. C -0.07
26. C -0.09
27. C -0.07
28. C -0.11
29. H 0.10
30. H 0.08
31. H 0.08
32. H 0.08
33. H 0.09
34. N 0.05
35. C -0.16
36. C -0.06
37. C -0.11
38. C -0.10
39. C -0.11
40. H 0.10
41. H 0.09
42. H 0.09
43. H 0.10
44. H 0.10
45. N 0.05
46. C -0.13
47. C -0.06
48. C -0.08
49. C -0.09
50. C -0.16
51. H 0.09
52. H 0.10
53. H 0.11
54. H 0.10
55. H 0.08
56. N 0.06
57. C -0.18
58. C -0.06
59. C -0.07
60. C -0.06
61. C -0.12
62. H 0.09
63. H 0.10
64. H 0.10
65. H 0.10
66. H 0.08
67. N 0.06
68. C -0.15
69. C -0.05
70. C -0.11
71. C -0.10
72. C -0.11
73. H 0.07
74. H 0.08
75. H 0.11
76. H 0.10
77. H 0.09
78. F 0.06
79. C -0.30
80. C -0.02
81. C -0.06
82. C -0.10
83. C -0.09
84. C 0.02
85. H 0.12
86. H 0.10
87. H 0.09
88. H 0.09
89. H 0.11
90. F 0.00
91. C -0.19
92. C -0.01
93. C -0.12
94. C -0.08
95. C -0.06
96. C -0.02
97. H 0.09
98. H 0.08
99. H 0.08


C66H144F10N11O20S10 | ωB97M-V with the def2-TZVPD basis set

Atoms and positions in Å:
C -4.51026 6.93383 -2.87136
C -5.46112 5.81763 -3.41257
C -4.90470 4.44478 -3.08448
C -4.89015 4.08721 -1.58018
N -4.24455 2.67554 -1.30411
C -4.06538 2.43108 0.22180
C -4.05791 0.89557 0.44700
C -4.82751 0.35749 -0.74483
C -5.22353 1.52843 -1.63613
C -2.86561 2.38299 -1.96106
C -1.78449 3.43971 -1.87792
C -0.65989 3.22246 -2.87598
H -4.48914 7.04937 -1.78771
H -4.77940 7.94922 -3.16230
H -3.51657 6.80921 -3.30166
H -5.78666 6.03730 -4.42936
H -6.40296 5.85350 -2.86507
H -3.86244 4.40377 -3.40090
H -5.28412 3.62366 -3.69268
H -5.93904 4.06976 -1.28416
H -4.24615 4.85117 -1.14460
H -3.25947 3.06283 0.59527
H -4.92953 2.98996 0.58098
H -3.06776 0.46482 0.59582
H -4.64125 0.61953 1.32542
H -4.19942 -0.37240 -1.25556
H -5.76519 -0.09479 -0.42187
H -5.30575 1.28766 -2.69602
H -6.15940 1.83348 -1.16796
H -3.06053 2.16403 -3.01090
H -2.46693 1.38963 -1.75516
H -1.26800 3.26257 -0.93454
H -2.15055 4.46640 -1.87381
H -0.11667 4.16280 -2.96969
H -1.10745 2.97332 -3.83813
H -0.10235 2.31638 -2.63876
C 0.12998 1.79966 -9.58472
C 1.41127 0.79288 -9.61599
C 0.98202 -0.59914 -9.26406
C 0.71393 -0.69494 -7.72658
N 1.16408 -2.09887 -7.09359
C 0.80382 -2.17867 -5.63487
C 2.16807 -2.19554 -4.85895
C 3.10036 -1.54393 -5.82167
C 2.68994 -2.21008 -7.11755
C 0.45280 -3.29714 -7.81349
C -1.05709 -3.02870 -8.16744
C -1.66287 -4.24598 -9.00696
H -0.78269 1.34033 -9.96441
H 0.22609 2.75817 -10.09474
H -0.07075 2.06320 -8.54628
H 2.25356 1.31348 -9.16032
H 1.76971 0.64373 -10.63450
H 1.66908 -1.40055 -9.53568
H 0.11425 -0.69605 -9.91651
H -0.33445 -0.51565 -7.48814
H 1.29698 0.03161 -7.16066
H 0.24651 -3.06895 -5.34351
H 0.32930 -1.23360 -5.37073
H 2.45112 -3.19186 -4.51935
H 2.12213 -1.84045 -3.82944
H 4.13491 -1.73858 -5.53894
H 2.88061 -0.48207 -5.93244
H 2.97216 -3.25558 -7.24160
H 3.01638 -1.83780 -8.08860
H 0.75358 -4.14972 -7.20461
H 0.95778 -3.37439 -8.77637
H -1.08968 -2.11920 -8.76731
H -1.82037 -2.95713 -7.39260
H -1.31079 -5.18779 -8.58609
H -1.25750 -4.26866 -10.01852
H -2.75258 -4.22765 -9.02383
C -5.98619 -4.90664 -1.13299
C -4.90303 -3.99626 -1.81496
C -3.56798 -3.84965 -1.03296
C -2.71176 -5.15369 -0.93277
N -1.24301 -4.99719 -0.43689
C -0.34784 -6.21010 -0.70143
C 0.98824 -5.62728 -0.87586
C 0.88730 -4.14446 -1.24694
C -0.67298 -3.97501 -1.40326
C -1.12837 -4.47814 0.99795
C -1.80481 -5.38126 2.07019
C -1.22797 -4.98468 3.46233
H -6.82627 -5.09502 -1.80147
H -6.59517 -4.53927 -0.30699
H -5.67539 -5.93277 -0.93660
H -5.25916 -2.98316 -2.00182
H -4.65034 -4.45311 -2.77179
H -3.82852 -3.49757 -0.03484
H -3.02260 -3.06104 -1.55137
H -2.49086 -5.37370 -1.97723
H -3.07427 -6.04512 -0.42086
H -0.48472 -6.96882 0.06910
H -0.76575 -6.69378 -1.58432
H 1.52581 -5.81088 0.05441
H 1.48255 -6.19157 -1.66665
H 1.20323 -3.59690 -0.35898
H 1.40265 -3.88510 -2.17174
H -0.91468 -2.92218 -1.25752
H -0.98848 -4.28108 -2.40070
H -1.58773 -3.48971 1.00799
H -0.04735 -4.40213 1.11507
H -1.63247 -6.43972 1.87512
H -2.85646 -5.13218 1.92841
H -1.30129 -3.93140 3.73310
H -0.13884 -4.94328 3.47623
H -1.70000 -5.54057 4.27244
C 7.27195 -1.86796 7.50553
C 6.65139 -3.27629 7.41952
C 5.24606 -3.32590 6.76132
C 5.25720 -2.82660 5.28241
N 3.86746 -3.00396 4.66921
C 3.48520 -4.52970 4.51559
C 2.84505 -4.59798 3.17455
C 3.49545 -3.55460 2.28932
C 3.86437 -2.46500 3.17936
C 2.78043 -2.21305 5.48997
C 3.04174 -0.68924 5.66219
C 1.86571 0.19392 6.05509
H 6.88985 -1.25063 8.31855
H 7.09840 -1.31033 6.58519
H 8.35942 -1.94070 7.51999
H 6.54471 -3.75917 8.39088
H 7.41903 -3.73664 6.79749
H 4.42923 -3.02196 7.41592
H 5.17987 -4.41254 6.70719
H 5.97214 -3.39823 4.69063
H 5.49061 -1.76626 5.18601
H 2.84069 -4.82331 5.34415
H 4.41701 -5.09401 4.55276
H 1.78048 -4.42719 3.33461
H 2.84567 -5.60766 2.76386
H 2.79666 -3.18034 1.54118
H 4.23988 -4.14809 1.75857
H 3.05354 -1.76198 2.98853
H 4.81304 -1.99320 2.92335
H 2.67883 -2.69664 6.46153
H 1.91174 -2.32866 4.84181
H 3.31374 -0.32079 4.67307
H 3.81086 -0.31321 6.33684
H 1.16519 -0.09747 5.27249
H 2.14478 1.20584 6.34873
H 1.48060 -0.25223 6.97201
C -4.59236 -2.92841 7.14001
C -3.32665 -2.28626 6.43108
C -3.78657 -0.97519 5.69869
C -4.40087 0.12392 6.52084
N -4.68303 1.54423 5.97708
C -5.49537 2.39521 7.00202
C -4.49823 2.87353 8.05527
C -3.13129 2.79123 7.40036
C -3.40502 2.44091 5.85419
C -5.47614 1.52877 4.68008
C -7.02731 0.99214 4.81896
C -7.74539 1.11962 3.44938
H -5.50176 -2.58918 6.64401
H -4.69426 -2.63240 8.18409
H -4.37565 -3.99635 7.16528
H -2.96017 -2.98621 5.68017
H -2.54876 -2.19821 7.18952
H -4.35127 -1.20488 4.79511
H -2.91366 -0.50929 5.24145
H -3.77375 0.36591 7.37890
H -5.46550 -0.07625 6.64165
H -6.00342 3.07955 6.32256
H -6.27173 1.79601 7.47775
H -4.80630 3.82398 8.49096
H -4.44534 2.19769 8.90882
H -2.69070 3.78791 7.42515
H -2.39893 2.06094 7.74449
H -3.89446 3.35172 5.50926
H -2.67904 2.15299 5.09382
H -4.77551 1.00160 4.03254
H -5.50328 2.44130 4.08455
H -7.57815 1.66337 5.47784
H -7.25678 0.04051 5.29836
H -7.10828 0.72362 2.65858
H -8.02990 2.15205 3.24630
H -8.68285 0.56419 3.42200
C 4.13126 -1.29221 -1.94262
C 4.36189 -0.86750 -0.48181
C 4.97606 0.51627 -0.43897
C 4.15728 1.67363 -0.86369
N 4.26553 3.02934 -0.10982
C 3.85332 2.78502 1.36162
C 2.43045 3.26663 1.53328
C 1.99711 3.90028 0.31830
C 3.24772 4.13642 -0.47879
C 5.78793 3.39837 -0.10604
C 6.39148 3.59064 -1.51282
C 7.89642 3.92124 -1.41264
H 3.36580 -0.59949 -2.29234
H 3.61618 -2.25131 -1.88854
H 4.88980 -1.21793 -2.72184
H 5.04271 -1.57211 -0.00421
H 3.49814 -0.80194 0.17982
H 5.86811 0.61610 -1.05736
H 5.43520 0.74720 0.52226
H 3.09056 1.48686 -0.73993
H 4.18889 1.81396 -1.94416
H 4.49672 3.39670 1.99408
H 3.87244 1.75435 1.71579
H 2.37598 4.08107 2.25565
H 1.67204 2.48605 1.59345
H 1.49665 4.85832 0.45898
H 1.30269 3.36473 -0.32905
H 3.73350 5.05656 -0.15403
H 3.16850 4.12533 -1.56585
H 6.32088 2.58923 0.39330
H 5.86192 4.35089 0.41868
H 5.91536 4.47557 -1.93509
H 6.18117 2.68040 -2.07436
H 8.18957 4.69219 -0.70003
H 8.27672 4.12772 -2.41306
H 8.34890 3.01688 -1.00583
N -2.53561 5.33609 1.81110
S -3.57444 5.57922 2.85386
O -3.36177 6.62042 3.81548
O -4.31547 4.38983 3.33986
F -4.67619 6.13242 1.87965
S -1.15218 4.96526 2.64457
O -1.22243 4.52758 4.02190
O 0.08097 5.67730 2.27355
F -0.84208 3.56964 1.90864
N 7.03447 2.27713 2.74997
S 6.51321 1.30670 3.73729
O 5.10049 0.93796 3.51482
O 6.97476 1.15098 5.13267
F 7.31745 0.01453 3.09986
S 7.60450 3.34992 3.86234
O 9.01982 3.25461 4.19231
O 6.60290 3.97483 4.75846
F 7.91396 4.52978 2.88017
N 0.55547 -1.42138 0.55640
S 0.10709 -0.41460 1.88295
O -1.17588 0.20606 1.97509
O 1.19522 0.22396 2.59494
F -0.23809 -1.70783 2.83160
S 0.09665 -0.43360 -0.47234
O 0.74184 0.90425 -0.55753
O -1.30382 -0.57761 -0.87255
F 0.95974 -1.16477 -1.64808
N 4.12409 3.91561 -5.50607
S 4.30024 2.47851 -6.37265
O 3.31192 2.19145 -7.37284
O 4.90810 1.29196 -5.77287
F 5.47761 3.03551 -7.29902
S 2.70566 3.51635 -5.04889
O 2.60022 2.35604 -4.11481
O 1.52771 3.86343 -5.82322
F 2.54681 4.75501 -3.99853
N -3.95881 0.97290 -4.94189
S -3.07491 -0.13606 -5.32378
O -1.66871 0.06515 -5.11308
O -3.42202 -1.01741 -6.39409
F -3.46835 -1.10453 -4.06871
S -4.05534 1.58328 -6.51283
O -5.09556 1.12643 -7.41159
O -2.78350 1.83278 -7.16719
F -4.49599 3.11048 -6.15394

Forces on atoms 1 to 3 (eV/Å):
-0.451 0.252 -0.598
-0.348 0.905 1.690
1.562 -1.289 -0.831

Results
Net charge: +1

These are the Löwdin partial charges, in e, on atoms 1 to 99:
1. C -0.09
2. C -0.22
3. C -0.21
4. C -0.06
5. N -0.14
6. C -0.06
7. C -0.13
8. C -0.16
9. C -0.08
10. C -0.10
11. C -0.22
12. C -0.07
13. H 0.07
14. H 0.07
15. H 0.08
16. H 0.11
17. H 0.10
18. H 0.10
19. H 0.10
20. H 0.13
21. H 0.12
22. H 0.11
23. H 0.12
24. H 0.07
25. H 0.10
26. H 0.10
27. H 0.11
28. H 0.12
29. H 0.13
30. H 0.09
31. H 0.12
32. H 0.09
33. H 0.11
34. H 0.09
35. H 0.08
36. H 0.07
37. C -0.05
38. C -0.22
39. C -0.20
40. C -0.03
41. N -0.18
42. C -0.08
43. C -0.16
44. C -0.14
45. C -0.09
46. C -0.08
47. C -0.18
48. C -0.08
49. H 0.06
50. H 0.07
51. H 0.06
52. H 0.08
53. H 0.10
54. H 0.10
55. H 0.11
56. H 0.12
57. H 0.13
58. H 0.13
59. H 0.11
60. H 0.10
61. H 0.08
62. H 0.13
63. H 0.11
64. H 0.13
65. H 0.13
66. H 0.12
67. H 0.12
68. H 0.09
69. H 0.09
70. H 0.06
71. H 0.07
72. H 0.07
73. C -0.09
74. C -0.20
75. C -0.17
76. C -0.07
77. N -0.20
78. C -0.10
79. C -0.17
80. C -0.11
81. C -0.09
82. C -0.10
83. C -0.17
84. C -0.07
85. H 0.07
86. H 0.07
87. H 0.06
88. H 0.10
89. H 0.11
90. H 0.11
91. H 0.10
92. H 0.12
93. H 0.13
94. H 0.13
95. H 0.14
96. H 0.11
97. H 0.13
98. H 0.07
99. H 0.11


Computed HOMO-LUMO gap (eV) in order:
9.59, 8.09
Computed LUMO (eV) in order:
0.472, -2.440